Version one
Here is a 7-piece molecular cluster, H14O7 overall from the OMol25 dataset. Energies are from ωB97M-V/def2-TZVPD.

Output
Gap between HOMO and LUMO (eV): 11.21
SMILES string: O.O.O.O.O.O.O

Structure (XYZ):
```
21
Properties=species:S:1:pos:R:3:nbo_charge:R:1
O 0.017 -0.990 -0.542 -0.993
H -0.023 -0.933 0.438 0.489
H 0.520 -0.140 -0.783 0.518
O -4.059 1.097 0.159 -0.961
H -3.374 1.791 0.365 0.471
H -3.658 0.527 -0.486 0.503
O -2.590 -0.789 -1.141 -0.997
H -1.739 -0.960 -0.719 0.519
H -2.429 -0.573 -2.126 0.475
O 2.755 -1.521 0.213 -1.030
H 1.766 -1.607 0.020 0.520
H 3.271 -2.276 0.496 0.491
O -2.189 -0.484 1.370 -0.998
H -2.202 -0.024 2.232 0.460
H -3.141 -0.137 1.100 0.502
O 3.998 1.067 0.168 -0.970
H 4.180 1.010 1.119 0.484
H 3.792 0.210 -0.172 0.506
O 1.396 1.264 -0.568 -0.972
H 2.240 1.311 -0.161 0.498
H 1.467 2.157 -0.982 0.483
```


Version two
Here is a 7-piece molecular cluster, H14O7 overall from the OMol25 dataset. Energies are from ωB97M-V/def2-TZVPD.

Output
Gap between HOMO and LUMO (eV): 11.26
SMILES string: O.O.O.O.O.O.O

Structure (XYZ):
```
21
Properties=species:S:1:pos:R:3:nbo_charge:R:1
O -0.831 -0.578 -1.268 -0.997
H -1.564 -1.203 -1.170 0.490
H 0.013 -0.903 -0.917 0.502
O 0.851 1.417 0.892 -0.992
H 0.211 0.769 0.730 0.476
H 0.225 2.147 0.619 0.505
O 3.320 0.644 -0.431 -0.964
H 2.821 1.426 -0.164 0.501
H 4.097 1.014 -0.762 0.471
O -3.176 -0.250 -0.208 -1.001
H -3.831 -0.650 0.356 0.481
H -2.203 -0.442 0.142 0.509
O -1.527 1.774 -0.361 -1.004
H -1.518 1.067 -0.982 0.500
H -2.395 1.667 0.158 0.493
O 1.484 -1.724 -0.370 -0.982
H 2.006 -0.884 -0.432 0.523
H 1.717 -2.233 -1.114 0.489
O -0.321 -1.173 1.725 -0.961
H 0.126 -0.471 2.280 0.475
H 0.495 -1.415 1.277 0.486
```


Version three
Here is H14O7 as an isolated structure from the OMol25 dataset. Energies are from ωB97M-V/def2-TZVPD.

Output
Gap between HOMO and LUMO (eV): 8.26

Structure (XYZ):
```
21
Properties=species:S:1:pos:R:3:nbo_charge:R:1
O 2.765 9.741 -1.874 -0.897
H 3.542 9.506 -2.381 0.492
H 3.109 10.042 -1.033 0.515
O 0.367 9.532 -1.785 -0.948
H 0.338 9.096 -2.637 0.459
H 1.274 9.825 -1.696 0.458
O 4.274 10.681 -4.531 -0.859
H 4.966 10.394 -3.936 0.527
H 4.260 10.018 -5.221 0.505
O 2.454 11.116 -3.701 -0.974
H 3.179 10.769 -4.221 0.436
H 2.441 10.573 -2.913 0.460
O 4.679 12.589 -3.226 -0.988
H 4.303 13.450 -3.405 0.499
H 3.967 11.974 -3.407 0.457
O 3.940 12.451 -5.995 -0.919
H 3.946 11.548 -5.680 0.434
H 4.790 12.564 -6.419 0.456
O 1.683 13.159 -4.026 -1.010
H 0.744 13.139 -3.845 0.445
H 1.969 12.253 -3.908 0.452
```


Which structure loses on stability? version three does.


Version one
Here is a 7-piece molecular cluster, H14O7 overall from the OMol25 dataset. Energies are from ωB97M-V/def2-TZVPD.

Output
Gap between HOMO and LUMO (eV): 10.25
SMILES string: O.O.O.O.O.O.O

Structure (XYZ):
```
21
Properties=species:S:1:pos:R:3:nbo_charge:R:1
O -1.497 0.831 2.204 -0.964
H -2.238 1.018 2.781 0.494
H -0.725 1.046 2.727 0.492
O -0.102 -1.906 -2.876 -0.955
H 0.149 -1.206 -2.273 0.487
H -0.627 -2.504 -2.345 0.461
O -0.887 -2.048 1.530 -0.955
H -0.898 -1.126 1.786 0.469
H -0.726 -2.034 0.587 0.478
O -2.952 0.612 -0.055 -0.951
H -3.050 1.395 -0.597 0.464
H -2.445 0.906 0.702 0.475
O 2.512 -0.549 1.400 -0.947
H 2.729 0.378 1.299 0.464
H 3.311 -0.947 1.745 0.487
O 0.170 -0.265 -0.558 -0.968
H -0.473 0.424 -0.388 0.485
H 0.860 -0.113 0.087 0.485
O 2.026 2.136 -2.847 -0.931
H 1.901 1.609 -2.058 0.467
H 2.961 2.344 -2.851 0.465
```


Version two
Here is a 7-piece molecular cluster, H14O7 overall from the OMol25 dataset. Energies are from ωB97M-V/def2-TZVPD.

Output
Gap between HOMO and LUMO (eV): 8.44

Structure (XYZ):
```
21
Properties=species:S:1:pos:R:3:nbo_charge:R:1
O -59.128 -24.018 -12.897 -0.797
H -60.133 -23.532 -12.982 0.561
H -59.274 -24.871 -13.384 0.550
H -58.540 -23.358 -13.435 0.582
O -57.313 -22.141 -13.947 -1.255
H -56.526 -22.611 -13.909 0.443
O -59.582 -20.351 -13.795 -0.949
H -60.229 -20.830 -13.199 0.454
H -58.842 -20.816 -14.038 0.494
O -55.207 -24.992 -14.390 -0.939
H -54.246 -25.235 -14.541 0.476
H -55.165 -24.046 -14.331 0.462
O -57.276 -21.242 -11.179 -0.976
H -57.237 -21.612 -12.062 0.490
H -57.414 -20.333 -11.218 0.470
O -55.411 -20.171 -13.808 -0.992
H -56.295 -20.700 -13.777 0.499
H -54.821 -20.606 -14.532 0.461
O -57.015 -21.021 -16.499 -0.974
H -56.696 -20.245 -16.416 0.446
H -57.091 -21.461 -15.583 0.495
```


Version three
Here is H14O7 as an isolated structure from the OMol25 dataset. Energies are from ωB97M-V/def2-TZVPD.

Output
Gap between HOMO and LUMO (eV): 8.22

Structure (XYZ):
```
21
Properties=species:S:1:pos:R:3:nbo_charge:R:1
O -0.708 1.213 1.876 -1.008
H -0.341 0.869 1.062 0.442
H -0.106 0.910 2.557 0.431
O 1.415 -2.509 1.162 -0.927
H 1.759 -1.945 1.855 0.482
H 1.477 -1.979 0.368 0.441
O 0.081 1.477 -1.317 -0.864
H -0.639 1.749 -1.885 0.527
H 0.705 1.053 -1.906 0.482
O 1.194 3.127 -0.245 -0.981
H 0.959 2.393 -0.812 0.442
H 1.185 2.760 0.639 0.468
O -2.522 -0.714 -0.058 -0.936
H -3.311 -1.256 -0.052 0.464
H -1.875 -1.227 0.426 0.473
O 0.002 0.036 0.314 -0.956
H -0.109 -0.855 -0.015 0.463
H 0.335 0.529 -0.436 0.447
O -0.017 -1.829 -0.835 -0.875
H -0.289 -1.512 -1.697 0.497
H 0.804 -2.292 -0.998 0.487
```


Version four
Here is H14O7 as an isolated structure from the OMol25 dataset. Energies are from ωB97M-V/def2-TZVPD.

Output
Gap between HOMO and LUMO (eV): 7.07

Structure (XYZ):
```
21
Properties=species:S:1:pos:R:3:nbo_charge:R:1
O -1.062 0.714 0.159 -0.846
H -1.978 0.972 0.264 0.520
H -0.565 1.411 0.587 0.517
O -2.017 -0.589 1.883 -0.929
H -1.582 -0.313 1.077 0.459
H -2.951 -0.493 1.696 0.462
O 0.271 -0.828 0.023 -0.939
H 1.046 -0.408 -0.350 0.457
H -0.400 -0.146 0.014 0.414
O -0.860 -2.236 0.887 -1.063
H -0.304 -1.593 0.446 0.416
H -1.233 -1.761 1.630 0.441
O 3.462 -0.531 0.111 -0.952
H 4.108 0.099 0.430 0.445
H 2.785 0.007 -0.300 0.415
O -1.071 1.362 -1.952 -0.962
H -1.051 0.438 -1.706 0.480
H -1.907 1.472 -2.404 0.478
O 1.822 0.541 -0.551 -0.843
H 2.379 0.707 -1.311 0.518
H 1.109 1.175 -0.633 0.512
```


Which structure loses on stability? version four does.


Version one
Here is a 7-piece molecular cluster, H14O7 overall from the OMol25 dataset. Energies are from ωB97M-V/def2-TZVPD.

Output
Gap between HOMO and LUMO (eV): 10.09
SMILES string: O.O.O.O.O.O.O

Structure (XYZ):
```
21
Properties=species:S:1:pos:R:3:nbo_charge:R:1
O 2.243 1.444 -1.676 -0.938
H 2.343 1.283 -2.623 0.484
H 1.660 2.211 -1.621 0.470
O -2.033 0.127 -2.425 -0.965
H -2.039 1.087 -2.410 0.450
H -1.405 -0.126 -1.714 0.498
O -0.135 0.213 -0.431 -1.004
H 0.574 0.643 -0.942 0.494
H -0.295 0.808 0.326 0.499
O -1.525 -1.807 0.785 -0.958
H -1.011 -2.533 0.419 0.479
H -0.892 -1.072 0.842 0.473
O 1.013 -2.878 -0.153 -0.957
H 1.967 -2.788 -0.234 0.473
H 0.669 -2.004 -0.387 0.482
O 1.134 -0.452 2.248 -0.938
H 1.849 -0.436 2.893 0.472
H 0.787 0.448 2.251 0.467
O -1.301 1.748 1.556 -0.965
H -1.501 2.659 1.312 0.485
H -2.102 1.425 1.988 0.500
```


Version two
Here is a 7-piece molecular cluster, H14O7 overall from the OMol25 dataset. Energies are from ωB97M-V/def2-TZVPD.

Output
Gap between HOMO and LUMO (eV): 10.87
SMILES string: O.O.O.O.O.O.O

Structure (XYZ):
```
21
Properties=species:S:1:pos:R:3:nbo_charge:R:1
O 2.410 -0.942 -1.286 -0.932
H 2.932 -1.683 -1.529 0.478
H 1.649 -1.013 -1.907 0.480
O -1.636 -2.349 2.136 -0.937
H -1.709 -1.461 1.857 0.477
H -1.523 -2.190 3.052 0.461
O -0.919 0.188 0.381 -0.992
H -0.164 -0.270 0.108 0.469
H -1.017 1.063 -0.004 0.500
O -2.278 1.401 -3.005 -0.948
H -1.763 1.727 -2.333 0.474
H -2.690 0.600 -2.654 0.463
O -0.496 2.444 -1.218 -0.953
H 0.472 2.272 -1.242 0.491
H -0.409 3.332 -0.908 0.486
O 1.578 0.947 2.095 -0.961
H 1.156 0.139 1.839 0.490
H 1.201 1.155 2.956 0.463
O 1.086 -1.733 0.916 -0.978
H 1.800 -1.587 0.266 0.494
H 0.314 -2.047 0.482 0.474
```


Version three
Here is a 7-piece molecular cluster, H14O7 overall from the OMol25 dataset. Energies are from ωB97M-V/def2-TZVPD.

Output
Gap between HOMO and LUMO (eV): 10.96
SMILES string: O.O.O.O.O.O.O

Structure (XYZ):
```
21
Properties=species:S:1:pos:R:3:nbo_charge:R:1
O -0.073 1.306 -1.285 -0.945
H -0.214 0.629 -1.959 0.468
H -0.572 1.022 -0.446 0.475
O -1.454 -0.508 -4.472 -0.909
H -0.922 -1.243 -4.282 0.457
H -1.104 0.136 -3.836 0.453
O 1.577 0.851 2.015 -0.914
H 0.692 0.983 2.533 0.449
H 1.337 1.244 1.176 0.467
O -0.594 -3.009 2.327 -0.945
H -0.663 -2.526 1.563 0.458
H -0.702 -2.354 3.069 0.486
O -0.540 -2.113 -1.381 -0.952
H -0.843 -2.992 -1.254 0.481
H 0.179 -2.147 -2.030 0.471
O -1.427 -0.065 2.968 -0.921
H -0.860 0.249 2.323 0.446
H -2.281 0.079 2.555 0.474
O 2.870 3.565 0.536 -0.928
H 2.417 4.073 -0.167 0.465
H 3.175 2.820 0.046 0.463
```


Version four
Here is a 7-piece molecular cluster, H14O7 overall from the OMol25 dataset. Energies are from ωB97M-V/def2-TZVPD.

Output
Gap between HOMO and LUMO (eV): 11.27
SMILES string: O.O.O.O.O.O.O

Structure (XYZ):
```
21
Properties=species:S:1:pos:R:3:nbo_charge:R:1
O 2.116 1.055 -2.277 -0.962
H 2.684 0.779 -1.548 0.495
H 1.985 1.999 -2.142 0.488
O -0.034 -0.409 -3.350 -0.982
H 0.253 -1.327 -3.384 0.477
H 0.708 0.076 -2.947 0.504
O -2.585 0.180 -2.203 -0.976
H -3.122 -0.142 -2.932 0.466
H -1.669 0.008 -2.485 0.492
O -1.695 -1.187 1.757 -0.968
H -2.449 -0.625 1.540 0.495
H -2.079 -2.025 2.037 0.495
O -0.674 0.034 4.123 -0.962
H -0.874 -0.340 3.248 0.481
H -0.520 0.972 3.978 0.466
O 0.497 0.103 0.214 -0.981
H 0.117 -0.013 -0.663 0.481
H -0.131 -0.334 0.805 0.492
O 2.787 0.628 2.202 -0.952
H 2.657 -0.310 2.369 0.468
H 2.029 0.876 1.657 0.482
```


Which structure loses on stability? version three does.


Version one
Here is a 7-piece molecular cluster, H14O7 overall from the OMol25 dataset. Energies are from ωB97M-V/def2-TZVPD.

Output
Gap between HOMO and LUMO (eV): 10.31
SMILES string: O.O.O.O.O.O.O

Structure (XYZ):
```
21
Properties=species:S:1:pos:R:3:nbo_charge:R:1
O 0.293 1.678 1.250 -0.941
H -0.074 1.033 0.664 0.482
H 1.185 1.406 1.189 0.443
O -1.235 -0.699 2.880 -0.982
H -1.659 -0.616 2.038 0.479
H -1.157 0.168 3.276 0.477
O 0.182 -2.991 0.033 -0.937
H -0.709 -3.212 0.053 0.465
H 0.481 -3.660 0.629 0.484
O -2.632 0.245 0.830 -0.924
H -2.226 -0.106 0.086 0.478
H -3.466 -0.231 0.830 0.469
O 1.516 3.045 -2.306 -0.957
H 0.653 3.062 -1.960 0.467
H 1.790 2.127 -2.370 0.481
O 2.113 0.348 -1.805 -0.949
H 2.577 -0.439 -2.104 0.493
H 2.381 0.427 -0.888 0.487
O -0.236 -0.287 -0.646 -1.002
H 0.487 -0.071 -1.185 0.492
H -0.263 -1.227 -0.493 0.495
```


Version two
Here is a 7-piece molecular cluster, H14O7 overall from the OMol25 dataset. Energies are from ωB97M-V/def2-TZVPD.

Output
Gap between HOMO and LUMO (eV): 10.57
SMILES string: O.O.O.O.O.O.O

Structure (XYZ):
```
21
Properties=species:S:1:pos:R:3:nbo_charge:R:1
O -1.881 -0.980 -1.942 -0.935
H -1.213 -1.498 -2.216 0.463
H -2.677 -1.644 -1.957 0.476
O 1.585 0.261 -2.270 -0.989
H 2.186 -0.405 -1.684 0.493
H 0.983 0.508 -1.588 0.453
O 0.221 -0.627 0.319 -0.972
H -0.381 -0.790 -0.300 0.480
H 0.085 0.331 0.231 0.495
O -1.922 1.297 2.220 -0.943
H -1.820 0.488 1.784 0.467
H -2.670 1.736 1.789 0.475
O -0.187 2.065 -0.436 -0.956
H 0.416 2.356 0.145 0.476
H -0.389 2.769 -1.060 0.499
O 2.434 -1.815 -0.682 -0.902
H 2.255 -2.579 -1.050 0.457
H 1.781 -1.743 -0.096 0.478
O 0.739 0.071 3.125 -0.981
H -0.073 0.398 3.540 0.478
H 0.528 -0.200 2.127 0.487
```


Version three
Here is a 7-piece molecular cluster, H14O7 overall from the OMol25 dataset. Energies are from ωB97M-V/def2-TZVPD.

Output
Gap between HOMO and LUMO (eV): 10.58
SMILES string: O.O.O.O.O.O.O

Structure (XYZ):
```
21
Properties=species:S:1:pos:R:3:nbo_charge:R:1
O 19.052 15.151 14.735 -0.898
H 18.737 15.328 15.493 0.444
H 18.547 15.877 14.174 0.451
O 16.318 19.309 16.723 -0.929
H 16.640 19.228 15.853 0.485
H 17.139 19.675 17.056 0.492
O 16.320 16.824 17.749 -1.037
H 15.959 17.799 17.591 0.527
H 17.202 16.637 17.537 0.483
O 18.784 15.877 17.375 -0.958
H 18.796 16.376 18.198 0.490
H 18.661 14.950 17.622 0.499
O 13.639 19.796 16.614 -0.965
H 14.639 19.688 16.506 0.480
H 13.259 18.957 16.612 0.465
O 14.885 15.871 15.435 -0.974
H 15.311 16.041 16.352 0.499
H 15.469 16.015 14.782 0.451
O 15.779 15.109 20.090 -0.946
H 15.905 15.612 19.377 0.472
H 15.017 14.479 19.859 0.469
```


Which structure loses on stability? version three does.